No. 1
{
  "formula": "C39H52AsCl5N5Si3Ti",
  "method": "wB97M-V/def2-TZVPD",
  "elements": ["Ti", "C", "C", "C", "C", "C", "C", "C", "N", "N", "C", "C", "C", "C", "C", "C", "N", "C", "C", "C", "C", "C", "C", "N", "H", "H", "H", "H", "H", "H", "H", "H", "H", "H", "H", "H", "H", "H", "H", "H", "H", "H", "H", "H", "Cl", "C", "C", "C", "Cl", "C", "Cl", "C", "Cl", "C", "Cl", "C", "C", "C", "N", "C", "C", "H", "H", "H", "H", "H", "C", "Si", "C", "C", "As", "Si", "C", "C", "C", "Si", "C", "C", "C", "H", "H", "H", "H", "H", "H", "H", "H", "H", "H", "H", "H", "H", "H", "H", "H", "H", "H", "H", "H", "H", "H", "H", "H", "H", "H", "H"],
  "positions_angstrom": [[0.03, 0.14, -1.06], [0.18, 2.36, -3.87], [-1.10, 1.55, -4.02], [-1.98, 1.88, -2.86], [-3.06, 2.73, -3.06], [-3.86, 3.11, -2.00], [-3.58, 2.59, -0.74], [-2.48, 1.76, -0.61], [-1.66, 1.42, -1.63], [1.02, 1.81, -2.78], [2.00, 0.90, -3.41], [2.69, -0.05, -2.47], [3.99, -0.43, -2.73], [4.58, -1.42, -1.96], [3.85, -1.96, -0.91], [2.56, -1.50, -0.69], [1.97, -0.59, -1.47], [1.72, 2.91, -2.11], [2.41, 2.51, -0.84], [3.52, 3.23, -0.41], [4.12, 2.89, 0.79], [3.61, 1.80, 1.50], [2.51, 1.14, 0.98], [1.89, 1.50, -0.15], [0.74, 2.39, -4.80], [-0.09, 3.39, -3.63], [-1.61, 1.84, -4.94], [-0.87, 0.48, -4.08], [-3.27, 3.09, -4.06], [-4.68, 3.80, -2.14], [-4.19, 2.82, 0.12], [-2.25, 1.35, 0.36], [1.47, 0.28, -4.14], [2.76, 1.47, -3.95], [4.53, 0.01, -3.56], [5.58, -1.76, -2.18], [4.27, -2.72, -0.28], [1.98, -1.89, 0.12], [2.43, 3.39, -2.78], [0.98, 3.67, -1.83], [3.89, 4.06, -0.99], [4.96, 3.45, 1.17], [4.06, 1.48, 2.42], [2.10, 0.28, 1.49], [-2.89, -1.00, -0.86], [-2.13, -1.37, -2.34], [-0.72, -1.38, -2.37], [-0.20, -2.01, -3.52], [1.46, -2.48, -3.65], [-0.99, -2.39, -4.61], [-0.28, -3.07, -6.01], [-2.38, -2.20, -4.57], [-3.34, -2.60, -5.91], [-2.96, -1.74, -3.40], [-4.66, -1.63, -3.25], [-0.10, 5.02, 2.28], [-0.53, 5.14, 0.97], [-0.62, 4.00, 0.20], [-0.31, 2.77, 0.64], [0.07, 2.68, 1.92], [0.20, 3.76, 2.77], [-0.02, 5.89, 2.92], [-0.81, 6.10, 0.56], [-0.97, 4.06, -0.83], [0.26, 1.67, 2.27], [0.53, 3.62, 3.79], [0.83, -2.83, 4.54], [1.23, -1.53, 3.24], [2.92, -2.06, 2.56], [1.29, 0.14, 4.13], [-0.42, -1.11, 1.09], [-0.67, -3.58, 0.56], [-0.91, -4.47, 2.21], [-2.07, -4.10, -0.58], [0.94, -4.21, -0.21], [-2.46, -0.62, 2.64], [-4.13, -1.07, 1.87], [-2.33, -1.57, 4.26], [-2.46, 1.22, 3.11], [1.52, -2.65, 5.37], [1.00, -3.84, 4.20], [-0.17, -2.78, 4.96], [3.59, -2.18, 3.42], [3.41, -1.35, 1.88], [2.86, -3.03, 2.07], [1.79, 0.00, 5.08], [0.28, 0.51, 4.34], [1.83, 0.92, 3.59], [-1.52, -3.91, 2.91], [0.04, -4.70, 2.68], [-1.41, -5.42, 2.02], [-3.05, -3.72, -0.28], [-2.13, -5.19, -0.54], [-1.90, -3.83, -1.62], [1.80, -4.12, 0.46], [1.17, -3.75, -1.16], [0.80, -5.28, -0.40], [-4.14, -2.07, 1.44], [-4.48, -0.36, 1.12], [-4.86, -1.06, 2.68], [-2.15, -2.63, 4.13], [-3.30, -1.48, 4.77], [-1.58, -1.16, 4.93], [-2.41, 1.92, 2.28], [-1.64, 1.46, 3.79], [-3.39, 1.42, 3.65]],
  "orbital_gap_ha": 0.23766,
  "total_charge": 3,
  "largest_force_ev_per_a": 2.81
}

---

No. 2
{
  "formula": "C39H52GeNO7P2SSi3V",
  "method": "wB97M-V/def2-TZVPD",
  "elements": ["V", "S", "C", "C", "C", "C", "C", "C", "N", "C", "C", "C", "C", "C", "C", "C", "H", "H", "H", "H", "H", "H", "H", "H", "C", "C", "O", "P", "O", "O", "O", "P", "O", "O", "O", "H", "H", "H", "H", "H", "H", "H", "C", "Si", "C", "C", "Ge", "Si", "C", "C", "C", "Si", "C", "C", "C", "H", "H", "H", "H", "H", "H", "H", "H", "H", "H", "H", "H", "H", "H", "H", "H", "H", "H", "H", "H", "H", "H", "H", "H", "H", "H", "H", "C", "C", "C", "C", "C", "C", "C", "C", "C", "C", "C", "C", "C", "C", "C", "H", "H", "H", "H", "H", "H", "H", "H", "H", "H"],
  "positions_angstrom": [[-0.18, 0.13, 0.82], [2.97, 3.03, -0.49], [2.69, 3.09, 1.23], [3.29, 3.92, 2.17], [2.86, 3.85, 3.48], [1.85, 2.96, 3.85], [1.26, 2.12, 2.92], [1.68, 2.18, 1.59], [1.16, 1.45, 0.54], [1.72, 1.80, -0.65], [1.34, 1.25, -1.90], [2.19, 1.24, -3.03], [1.78, 0.65, -4.20], [0.54, 0.03, -4.29], [-0.34, 0.08, -3.21], [0.03, 0.70, -2.03], [4.07, 4.60, 1.87], [3.30, 4.50, 4.23], [1.52, 2.92, 4.88], [0.48, 1.43, 3.21], [3.17, 1.69, -2.94], [2.45, 0.63, -5.06], [0.24, -0.46, -5.21], [-1.33, -0.34, -3.30], [-3.81, -2.36, 2.21], [-2.64, -1.43, 1.94], [-1.97, -1.73, 0.71], [-3.12, 0.33, 1.86], [-4.08, 0.67, 3.08], [-4.08, 0.34, 0.62], [-1.94, 1.23, 1.80], [-1.42, -1.30, 3.33], [-1.19, -2.79, 3.88], [-2.02, -0.46, 4.39], [-0.15, -0.87, 2.62], [-4.59, -2.21, 1.46], [-4.21, -2.15, 3.20], [-3.48, -3.40, 2.18], [-1.05, -1.44, 0.87], [-3.54, 0.54, 3.89], [-4.15, 1.20, 0.17], [-0.51, -3.25, 3.37], [-0.51, -4.73, 1.21], [0.66, -3.83, -0.01], [-0.36, -3.56, -1.60], [1.90, -5.23, -0.41], [1.58, -1.66, 0.57], [3.50, -1.79, -0.96], [4.64, -0.26, -1.10], [4.78, -3.15, -0.54], [2.95, -2.26, -2.72], [2.84, -1.97, 2.64], [4.11, -0.55, 2.68], [2.07, -1.94, 4.39], [3.84, -3.60, 2.76], [-0.86, -5.67, 0.77], [-1.39, -4.13, 1.43], [0.00, -4.99, 2.15], [-0.81, -4.48, -1.98], [0.28, -3.14, -2.38], [-1.16, -2.84, -1.41], [1.37, -6.18, -0.56], [2.60, -5.38, 0.42], [2.48, -5.01, -1.30], [5.38, -0.28, -0.30], [4.09, 0.67, -1.01], [5.17, -0.26, -2.05], [5.50, -2.79, 0.21], [5.34, -3.44, -1.43], [4.30, -4.04, -0.14], [2.08, -1.69, -3.04], [2.70, -3.32, -2.77], [3.75, -2.08, -3.45], [3.61, 0.41, 2.56], [4.83, -0.65, 1.86], [4.68, -0.51, 3.62], [1.36, -1.12, 4.51], [2.85, -1.82, 5.14], [1.54, -2.87, 4.61], [4.57, -3.69, 1.96], [3.19, -4.48, 2.72], [4.38, -3.63, 3.71], [-0.90, 1.06, -0.96], [-1.72, 2.04, -0.94], [-2.52, 3.10, -0.81], [-3.96, 3.03, -1.13], [-4.42, 2.38, -2.28], [-5.78, 2.29, -2.55], [-6.71, 2.83, -1.67], [-6.26, 3.48, -0.53], [-4.91, 3.58, -0.26], [-1.96, 4.38, -0.32], [-2.55, 5.61, -0.64], [-1.99, 6.80, -0.21], [-0.82, 6.81, 0.53], [-0.22, 5.60, 0.85], [-0.78, 4.41, 0.44], [-3.70, 1.96, -2.97], [-6.12, 1.80, -3.46], [-7.77, 2.76, -1.88], [-6.98, 3.91, 0.16], [-4.57, 4.06, 0.65], [-3.45, 5.63, -1.24], [-2.46, 7.74, -0.48], [-0.38, 7.74, 0.86], [0.70, 5.59, 1.43], [-0.33, 3.46, 0.70]],
  "orbital_gap_ha": [0.21643, 0.20763],
  "total_charge": -1,
  "multiplicity": 2,
  "largest_force_ev_per_a": 2.58,
  "s2": 0.77,
  "relative_energy_kj_mol": 0.00
}

---

No. 3
{
  "formula": "C39H53AuNP2Si4",
  "method": "wB97M-V/def2-TZVPD",
  "elements": ["Au", "C", "P", "C", "C", "C", "C", "C", "C", "C", "C", "C", "C", "C", "C", "C", "C", "C", "C", "C", "P", "C", "C", "C", "C", "C", "C", "C", "C", "C", "C", "C", "C", "N", "H", "H", "H", "H", "H", "H", "H", "H", "H", "H", "H", "H", "H", "H", "H", "H", "H", "H", "H", "H", "H", "H", "H", "H", "H", "H", "C", "Si", "C", "C", "Si", "Si", "C", "C", "C", "Si", "C", "C", "C", "H", "H", "H", "H", "H", "H", "H", "H", "H", "H", "H", "H", "H", "H", "H", "H", "H", "H", "H", "H", "H", "H", "H", "H", "H", "H", "H"],
  "positions_angstrom": [[-0.11, 0.33, 0.35], [2.56, 1.94, -1.22], [0.71, 1.97, -1.42], [0.51, 1.66, -3.19], [0.91, 0.37, -3.55], [0.74, -0.09, -4.84], [0.13, 0.73, -5.78], [-0.30, 2.00, -5.43], [-0.12, 2.47, -4.13], [0.40, 3.69, -0.93], [0.64, 4.80, -1.74], [0.47, 6.08, -1.23], [0.08, 6.26, 0.09], [-0.15, 5.16, 0.91], [0.00, 3.88, 0.39], [2.89, 1.64, 0.19], [3.98, 2.08, 1.00], [3.83, 1.46, 2.21], [2.64, 0.66, 2.10], [1.96, -0.19, 3.10], [0.73, -1.29, 2.22], [0.14, -2.29, 3.63], [-0.41, -1.60, 4.71], [-0.97, -2.30, 5.77], [-0.99, -3.69, 5.75], [-0.46, -4.37, 4.67], [0.10, -3.68, 3.60], [1.85, -2.40, 1.31], [1.72, -2.51, -0.08], [2.60, -3.28, -0.81], [3.63, -3.96, -0.17], [3.75, -3.88, 1.22], [2.86, -3.11, 1.95], [2.11, 0.79, 0.88], [2.98, 2.90, -1.53], [2.96, 1.17, -1.88], [1.36, -0.28, -2.80], [1.06, -1.09, -5.11], [-0.02, 0.38, -6.80], [-0.78, 2.63, -6.16], [-0.47, 3.46, -3.87], [0.97, 4.67, -2.76], [0.64, 6.93, -1.86], [-0.05, 7.26, 0.48], [-0.46, 5.30, 1.93], [-0.20, 3.01, 1.01], [4.76, 2.77, 0.72], [4.48, 1.54, 3.07], [1.41, 0.42, 3.82], [2.67, -0.80, 3.66], [-0.42, -0.52, 4.73], [-1.39, -1.76, 6.61], [-1.43, -4.23, 6.58], [-0.49, -5.45, 4.65], [0.50, -4.22, 2.76], [0.91, -1.98, -0.57], [2.49, -3.37, -1.88], [4.33, -4.56, -0.73], [4.53, -4.43, 1.72], [2.95, -3.06, 3.03], [-4.83, -2.60, -0.63], [-3.02, -2.31, -0.19], [-1.91, -3.14, -1.47], [-2.66, -3.12, 1.47], [-2.53, 0.01, 0.01], [-3.69, 1.03, 1.82], [-5.44, 0.31, 1.95], [-2.73, 0.59, 3.39], [-3.79, 2.91, 1.71], [-3.50, 0.97, -1.97], [-2.79, 0.06, -3.46], [-5.38, 0.86, -1.98], [-3.03, 2.80, -2.03], [-5.06, -3.67, -0.57], [-5.07, -2.27, -1.65], [-5.50, -2.08, 0.05], [-2.13, -4.20, -1.53], [-0.85, -3.03, -1.20], [-2.04, -2.72, -2.48], [-3.19, -2.64, 2.30], [-2.96, -4.18, 1.46], [-1.60, -3.09, 1.69], [-5.41, -0.76, 2.16], [-6.01, 0.45, 1.03], [-6.00, 0.79, 2.76], [-2.63, -0.49, 3.51], [-3.21, 0.98, 4.29], [-1.72, 1.01, 3.34], [-4.39, 3.25, 0.87], [-2.80, 3.35, 1.60], [-4.24, 3.32, 2.62], [-3.21, -0.94, -3.55], [-1.70, -0.03, -3.40], [-3.02, 0.60, -4.39], [-5.74, -0.17, -1.88], [-5.77, 1.25, -2.92], [-5.82, 1.45, -1.17], [-1.96, 2.94, -1.85], [-3.56, 3.38, -1.28], [-3.26, 3.23, -3.01]],
  "orbital_gap_ha": [0.25394, 0.19267],
  "total_charge": 1,
  "multiplicity": 3,
  "largest_force_ev_per_a": 0.69,
  "s2": 2.02
}

---

No. 4
{
  "formula": "C39H53BCrN10O4S5",
  "method": "wB97M-V/def2-TZVPD",
  "elements": ["Cr", "C", "C", "C", "C", "N", "N", "B", "N", "N", "C", "C", "C", "C", "C", "S", "C", "C", "C", "C", "N", "N", "C", "C", "C", "C", "C", "S", "C", "C", "C", "C", "C", "S", "C", "C", "C", "C", "H", "H", "H", "H", "H", "H", "H", "H", "H", "H", "H", "H", "H", "H", "H", "H", "H", "H", "H", "H", "H", "H", "H", "H", "H", "H", "H", "H", "H", "H", "H", "H", "H", "H", "H", "H", "H", "H", "H", "N", "C", "C", "C", "O", "O", "H", "H", "H", "H", "H", "H", "N", "C", "C", "C", "C", "C", "C", "S", "O", "O", "N", "C", "S", "C", "C", "N", "H", "H", "H", "H", "H", "H", "H", "H"],
  "positions_angstrom": [[-0.08, -0.57, 3.47], [3.94, 2.49, 1.52], [2.67, 2.21, 0.81], [2.35, 2.79, -0.38], [1.14, 2.51, -1.07], [0.38, 1.61, -0.51], [0.66, 1.02, 0.67], [-0.59, 0.49, 0.03], [-1.98, 0.92, 0.44], [-2.77, 0.76, -0.63], [-4.00, 1.18, -0.59], [-4.49, 1.85, 0.56], [-3.70, 2.00, 1.66], [-4.18, 2.69, 2.89], [-2.37, 1.45, 1.62], [-1.38, 1.51, 3.01], [-4.83, 0.95, -1.85], [-6.31, 1.24, -1.62], [-4.66, -0.51, -2.29], [-4.29, 1.87, -2.95], [-0.54, -0.81, -0.74], [-0.41, -0.70, -2.08], [-0.42, -1.80, -2.77], [-0.51, -3.07, -2.15], [-0.64, -3.18, -0.80], [-0.67, -4.49, -0.09], [-0.71, -1.95, -0.07], [-1.03, -1.98, 1.60], [-0.33, -1.72, -4.29], [-1.52, -2.46, -4.90], [-0.36, -0.27, -4.77], [0.99, -2.38, -4.73], [1.73, 1.28, 1.42], [1.95, 0.63, 2.93], [0.75, 3.17, -2.37], [1.75, 2.72, -3.44], [0.82, 4.69, -2.19], [-0.67, 2.77, -2.75], [4.55, 3.21, 0.97], [4.50, 1.56, 1.64], [3.74, 2.87, 2.52], [3.04, 3.50, -0.82], [-5.50, 2.23, 0.58], [-5.18, 3.11, 2.73], [-3.50, 3.49, 3.19], [-4.22, 1.99, 3.73], [-6.71, 0.65, -0.79], [-6.87, 0.98, -2.51], [-6.49, 2.30, -1.41], [-5.09, -1.20, -1.56], [-3.61, -0.77, -2.42], [-5.17, -0.67, -3.24], [-4.40, 2.92, -2.69], [-4.83, 1.70, -3.88], [-3.23, 1.67, -3.13], [-0.44, -3.97, -2.75], [-0.55, -5.31, -0.80], [-1.60, -4.62, 0.46], [0.15, -4.53, 0.64], [-2.47, -2.03, -4.56], [-1.53, -3.52, -4.64], [-1.48, -2.39, -5.98], [-1.28, 0.23, -4.47], [-0.30, -0.26, -5.86], [0.49, 0.30, -4.38], [1.02, -3.44, -4.46], [1.85, -1.89, -4.27], [1.08, -2.32, -5.81], [2.77, 3.02, -3.18], [1.50, 3.19, -4.39], [1.74, 1.64, -3.56], [1.82, 5.03, -1.94], [0.13, 5.03, -1.41], [0.54, 5.17, -3.13], [-0.78, 1.69, -2.83], [-0.92, 3.21, -3.72], [-1.40, 3.14, -2.02], [-1.78, -1.57, 4.28], [-2.10, -1.51, 5.73], [-1.76, -0.16, 6.33], [-0.25, 0.04, 6.34], [0.37, 0.06, 7.37], [0.31, 0.17, 5.15], [-2.55, -1.18, 3.75], [-1.72, -2.55, 3.99], [-1.52, -2.30, 6.23], [-3.15, -1.74, 5.88], [-2.12, -0.11, 7.35], [-2.24, 0.63, 5.74], [7.68, 1.05, 0.67], [6.58, 0.22, 0.58], [5.88, 0.09, -0.62], [4.74, -0.70, -0.68], [4.29, -1.36, 0.44], [4.98, -1.24, 1.64], [6.11, -0.46, 1.72], [2.88, -2.44, 0.34], [2.18, -2.04, -0.87], [3.34, -3.80, 0.43], [1.98, -2.02, 1.57], [1.94, -2.63, 2.74], [2.83, -4.04, 3.25], [2.16, -3.90, 4.85], [1.31, -2.86, 4.91], [1.15, -2.16, 3.73], [8.16, 1.26, -0.20], [8.31, 0.88, 1.44], [6.23, 0.61, -1.50], [4.20, -0.80, -1.62], [4.63, -1.76, 2.53], [6.65, -0.36, 2.65], [2.44, -4.57, 5.64], [0.80, -2.52, 5.80]],
  "orbital_gap_ha": [0.23926, 0.24251],
  "total_charge": 1,
  "multiplicity": 4,
  "largest_force_ev_per_a": 0.47,
  "s2": 3.79,
  "relative_energy_kj_mol": 45.05
}